C20H29As3O2PdS as an isolated structure, computed with ωB97M-V with the def2-TZVPD basis set.

## Properties
LUMO level: 4.765 eV
net charge: -2
orbital gap: 5.047 eV
energy: -222136.84509 eV
HOMO: -0.3 eV
energy above the lowest of the compared OMol25 structures with the same formula, charge and spin: 19.0 kcal per mole

The geometry in XYZ format:
```
56
Properties=species:S:1:pos:R:3:forces:R:3:lowdin_charge:R:1
Pd -0.0169 -0.0448 0.3144 0.4 0.1 0.0 -0.073
C 3.6303 -0.3500 0.1989 0.0 0.0 0.0 -0.321
As 1.9866 0.1886 -0.7635 -0.2 -0.1 -0.1 1.002
C 2.5807 -0.4883 -2.5472 -0.1 0.0 0.1 -0.313
C 2.4772 2.0750 -1.1172 0.0 0.0 0.0 -0.397
C 3.7844 2.3942 -1.4772 0.0 0.0 0.0 -0.144
C 4.1730 3.7015 -1.7318 0.0 0.0 0.0 -0.126
C 3.2309 4.7136 -1.6303 0.0 0.0 0.0 -0.125
C 1.9237 4.4051 -1.2799 0.0 0.0 0.0 -0.135
C 1.5156 3.0938 -1.0182 0.0 0.0 -0.1 -0.404
As -0.3280 2.7035 -0.3676 -0.1 -0.1 0.0 1.134
C -1.1000 4.5268 -0.6786 0.0 0.0 0.0 -0.361
C -1.0964 2.0204 -2.0453 0.0 0.0 0.0 -0.334
H 3.7643 0.3252 1.0440 0.0 0.0 0.0 0.019
H 4.5236 -0.3453 -0.4303 0.0 0.0 0.0 0.001
H 3.4643 -1.3537 0.5899 0.0 0.0 0.0 -0.002
H 3.5652 -0.1141 -2.8379 0.0 0.0 0.0 -0.002
H 1.8375 -0.1827 -3.2843 0.0 0.0 0.0 0.007
H 2.5995 -1.5794 -2.5084 0.0 0.0 0.0 -0.004
H 4.5231 1.6033 -1.5567 0.0 0.0 0.0 0.075
H 5.1990 3.9257 -2.0039 0.0 0.0 0.0 0.084
H 3.5101 5.7446 -1.8217 0.0 0.0 0.0 0.085
H 1.2090 5.2147 -1.2049 0.0 0.0 0.0 0.064
H -0.9091 4.9002 -1.6886 0.0 0.0 0.0 0.001
H -0.7495 5.2498 0.0597 0.0 0.0 0.0 0.001
H -2.1744 4.3918 -0.5433 0.0 0.0 0.0 0.009
H -0.9581 2.7290 -2.8665 0.0 0.0 0.0 0.008
H -2.1530 1.8589 -1.8290 0.0 0.0 0.0 0.007
H -0.6525 1.0537 -2.2736 0.0 0.0 0.0 -0.015
O -3.2689 1.4645 0.5524 -0.1 -0.1 0.0 -0.065
C -2.8750 0.3020 0.7695 0.0 0.1 0.0 -0.738
O -2.3707 -0.5008 -0.0685 0.1 0.0 -0.2 -0.155
C -3.0693 -0.2645 2.1671 0.0 0.0 0.1 -0.182
C -4.3528 -0.6699 2.5136 0.0 0.0 0.0 -0.070
C -4.6439 -1.2260 3.7543 0.0 0.0 0.0 -0.150
C -3.6130 -1.3671 4.6752 0.0 0.0 0.0 -0.154
C -2.3273 -0.9685 4.3426 -0.1 0.0 0.0 -0.168
C -2.0090 -0.4183 3.0886 0.0 0.0 0.0 -0.669
S -0.3480 0.0310 2.7484 -0.1 0.0 0.2 0.414
H -5.1463 -0.5361 1.7846 0.0 0.0 0.0 0.104
H -5.6545 -1.5398 3.9948 0.0 0.0 0.0 0.070
H -3.8065 -1.7929 5.6560 0.0 0.0 0.0 0.074
H -1.5198 -1.0873 5.0564 0.0 0.0 0.0 0.071
C -1.3261 -5.0631 -1.2687 0.0 0.0 0.0 -0.390
As -0.5360 -3.2739 -0.8804 0.0 0.1 -0.1 1.035
C -1.0036 -3.2650 1.0106 -0.1 0.0 0.0 -0.363
C 1.3036 -3.9761 -0.6813 0.0 0.0 0.0 -0.373
H -0.9971 -5.8089 -0.5395 0.0 0.0 0.0 0.000
H -1.0361 -5.3882 -2.2702 0.0 0.0 0.0 -0.008
H -2.4140 -4.9898 -1.2315 0.0 0.0 0.0 0.001
H -0.8101 -4.2430 1.4610 0.0 0.0 0.0 0.013
H -2.0566 -2.9978 1.0978 0.0 0.0 0.0 0.016
H -0.4328 -2.4805 1.5109 0.0 0.0 0.0 -0.039
H 1.3341 -4.7958 0.0410 0.0 0.0 0.0 0.007
H 1.9550 -3.1722 -0.3377 0.0 0.0 0.0 -0.021
H 1.6649 -4.3331 -1.6483 0.0 0.0 0.0 0.000
```
Positions in Å, forces in eV/Å.



C23H33CrN4S4Te as an isolated structure, computed with ωB97M-V with the def2-TZVPD basis set.

## Properties
LUMO level (spin up / spin down): -3.773 / -4.461 eV
net charge: +1
orbital gap (spin up / spin down): 5.854 / 5.233 eV
energy: -109395.96717 eV
HOMO (spin up / spin down): -9.6 / -9.7 eV
expectation value of S²: 6.075
2S+1: 5

The geometry in XYZ format:
```
66
Properties=species:S:1:pos:R:3:forces:R:3:lowdin_charge:R:1
Cr 0.6867 1.7744 0.2648 -3.2 -0.2 -1.4 -0.049
C 4.4472 0.7925 1.9204 -0.3 0.1 -0.1 0.026
C 2.9782 0.9100 1.6520 0.4 0.9 -1.9 -0.230
N 2.4706 1.4320 0.5713 2.6 -1.1 1.9 -0.165
N 3.0452 1.9537 -0.5316 1.2 0.3 -0.1 0.033
C 2.0263 2.4085 -1.2848 0.0 0.2 -1.0 -0.374
N 2.3240 2.9891 -2.4290 0.2 -0.1 0.6 0.155
S 0.8645 3.9494 0.9383 0.1 0.6 0.4 0.265
C 1.9063 0.4910 2.5181 -1.3 -0.5 1.0 -0.186
C 2.0982 -0.1770 3.7334 0.3 0.4 -0.7 0.029
C 1.0102 -0.5579 4.4847 -0.8 0.1 -0.2 -0.011
C -0.2667 -0.3003 3.9830 0.6 -0.2 0.3 -0.003
C -0.3904 0.3534 2.7748 -0.2 0.3 -0.4 -0.079
N 0.6468 0.7751 2.0468 0.7 -0.6 1.1 0.004
H 4.8470 1.7631 2.2211 0.0 0.0 0.0 0.108
H 4.9812 0.4692 1.0251 -0.1 0.0 0.0 0.096
H 4.6519 0.0828 2.7161 0.0 0.0 0.0 0.082
H 4.0475 2.1339 -0.6248 -0.3 -0.2 0.1 0.182
H 3.2793 3.1274 -2.7444 -0.2 -0.1 0.0 0.132
H 1.5885 3.2541 -3.0660 -0.2 -0.1 0.0 0.054
H 3.0989 -0.3867 4.0739 0.1 0.0 0.0 0.116
H 1.1387 -1.0453 5.4381 0.0 -0.1 0.1 0.123
H -1.1423 -0.6031 4.5327 -0.1 0.0 0.0 0.120
H -1.3692 0.5776 2.3629 0.1 0.0 0.0 0.109
C -3.1921 1.0990 -3.7400 -0.3 0.2 0.3 -0.518
C -2.1744 2.1347 -4.1777 0.5 0.0 0.2 -0.491
S -0.7752 2.3829 -3.0151 -0.3 0.4 -0.1 0.785
C -1.1020 3.9726 -2.1659 0.0 -0.5 -0.3 -0.509
C -2.1375 3.9226 -1.0664 0.3 0.2 0.4 -0.477
S -1.7585 2.6926 0.2453 -0.6 0.3 -0.1 0.760
C -3.3654 1.7870 0.2264 0.6 -0.1 0.0 -0.466
C -3.5836 0.8571 -0.9488 -0.2 0.0 -0.5 -0.538
S -4.3129 1.6773 -2.4203 0.2 -0.3 0.0 0.890
H -2.7083 0.1835 -3.4004 0.0 0.0 -0.1 0.064
H -3.8427 0.8653 -4.5824 0.1 -0.1 -0.1 0.074
H -2.6460 3.0998 -4.3457 0.0 0.1 -0.1 0.079
H -1.6979 1.8008 -5.1008 -0.1 0.1 -0.1 0.075
H -1.4005 4.7091 -2.9140 0.1 0.1 0.0 0.091
H -0.1337 4.2509 -1.7390 -0.1 0.1 -0.1 0.022
H -3.1237 3.6646 -1.4502 0.2 0.0 0.0 0.025
H -2.1735 4.8989 -0.5799 0.0 0.0 0.0 0.089
H -4.1409 2.5506 0.2801 0.0 0.0 0.2 0.084
H -3.3746 1.2223 1.1591 -0.1 0.0 0.0 0.068
H -4.2842 0.0740 -0.6565 0.1 -0.1 0.0 0.075
H -2.6378 0.4090 -1.2665 -0.2 -0.1 0.2 -0.031
C 0.4168 -6.2897 1.2455 0.1 -0.1 0.1 -0.046
C 0.3281 -4.8711 0.7858 0.0 0.3 0.0 -0.266
C -0.8926 -4.2768 0.4993 0.3 -0.2 0.1 -0.013
C -0.9779 -2.9866 0.0047 0.2 0.4 -0.1 -0.323
C -2.3245 -2.4169 -0.3185 0.0 -0.1 0.0 -0.097
C 0.1952 -2.2504 -0.2130 0.2 0.1 0.1 -0.471
Te 0.0844 -0.3671 -1.2288 0.1 -0.4 0.0 1.091
C 1.4340 -2.8298 0.0922 -0.2 0.2 0.0 -0.322
C 2.7204 -2.0986 -0.1399 0.1 -0.1 -0.1 -0.083
C 1.4785 -4.1144 0.6031 -0.2 -0.2 0.0 -0.019
H -0.5635 -6.7579 1.2464 0.0 -0.1 0.0 0.076
H 0.8380 -6.3486 2.2488 0.0 -0.1 0.1 0.084
H 1.0731 -6.8557 0.5855 0.0 -0.1 0.0 0.086
H -1.7978 -4.8467 0.6467 -0.2 -0.1 0.0 0.115
H -3.1082 -3.1235 -0.0645 -0.1 -0.1 0.0 0.080
H -2.3863 -2.1927 -1.3853 -0.1 0.1 0.0 0.069
H -2.4941 -1.4987 0.2438 -0.1 0.1 -0.1 0.053
H 2.8235 -1.2721 0.5658 0.0 0.0 -0.1 0.047
H 2.7493 -1.6965 -1.1546 0.1 0.1 0.1 0.054
H 3.5657 -2.7692 -0.0075 0.1 0.0 0.0 0.081
H 2.4376 -4.5568 0.8265 0.2 -0.1 0.0 0.117
```
Positions in Å, forces in eV/Å.



C35H36N5O2S3Zr as an isolated structure, computed with ωB97M-V with the def2-TZVPD basis set.

## Properties
LUMO level: -3.025 eV
net charge: +1
orbital gap: 7.704 eV
energy: -82207.66825 eV
HOMO: -10.7 eV
energy above the lowest of the compared OMol25 structures with the same formula, charge and spin: 31.7 kcal per mole

The geometry in XYZ format:
```
82
Properties=species:S:1:pos:R:3:forces:R:3:lowdin_charge:R:1
Zr -0.4352 -0.2948 -0.2691 2.1 -0.3 0.5 1.762
C -0.5060 -2.0932 2.6435 0.2 -0.3 -0.1 -0.068
N -1.1060 -0.8634 2.1000 0.3 0.1 0.2 -0.335
C -2.4899 -0.7936 2.5867 -0.4 0.0 0.1 -0.085
C -0.3669 0.2920 2.6451 0.4 0.2 0.2 -0.179
C 1.1004 0.2204 2.2580 -0.2 -0.1 -0.1 -0.306
C 2.0806 0.4694 3.2091 -0.1 0.0 -0.2 -0.059
C 3.4136 0.4909 2.8318 -0.1 -0.2 0.0 -0.081
C 3.7560 0.2217 1.5187 0.0 0.0 -0.1 -0.073
C 2.7674 -0.0711 0.5840 -0.1 -0.1 -0.3 -0.101
C 1.4060 -0.0909 0.9138 0.6 0.4 1.0 -0.250
H -0.4993 -2.0591 3.7416 0.0 0.0 -0.1 0.109
H 0.5199 -2.2055 2.2827 -0.2 0.0 0.1 0.089
H -1.0872 -2.9610 2.3326 0.0 0.1 0.0 0.092
H -2.5064 -0.7403 3.6861 0.1 0.0 -0.2 0.106
H -3.0346 -1.6820 2.2672 0.1 0.1 0.1 0.089
H -3.0089 0.0753 2.1760 0.1 -0.1 0.2 0.076
H -0.4661 0.3235 3.7467 -0.1 0.1 -0.3 0.138
H -0.8322 1.2059 2.2284 0.0 -0.1 0.3 0.130
H 1.8134 0.6624 4.2398 -0.1 0.0 0.1 0.119
H 4.1753 0.7114 3.5643 0.1 0.0 0.1 0.113
H 4.7971 0.2438 1.2296 0.0 0.0 -0.1 0.109
H 3.0684 -0.2806 -0.4408 0.0 0.0 0.1 0.101
C 3.8883 4.1057 2.8137 -0.2 0.1 0.1 -0.020
C 2.4603 4.6224 2.5685 0.0 0.0 0.2 -0.542
C 1.4814 3.9513 3.5408 0.2 0.1 -0.2 -0.043
C 2.3996 6.1347 2.8192 0.0 -0.2 -0.1 -0.044
C 2.1322 4.3038 1.1206 -0.1 -0.1 0.0 -0.155
C 2.7148 5.0745 0.1033 -0.1 0.0 -0.1 -0.013
C 2.5223 4.7897 -1.2288 0.0 0.0 0.0 -0.062
C 1.7456 3.6918 -1.5538 -0.3 -0.4 0.1 -0.446
S 1.3786 3.0677 -3.1278 -0.2 -0.3 0.5 1.172
C 0.5232 1.7570 -2.3683 0.4 0.8 -0.1 -0.513
N 0.4832 1.7881 -1.0574 -0.3 -0.8 -0.8 0.001
C 1.1632 2.8800 -0.5626 0.6 0.8 0.1 -0.266
C 1.3501 3.2135 0.7790 0.0 0.0 -0.1 0.056
C -0.0190 0.6768 -3.1673 -0.1 -0.6 -0.2 -0.280
C -0.2100 0.8587 -4.5420 0.1 0.0 0.4 -0.058
C -0.6812 -0.1846 -5.3110 0.1 -0.1 0.0 -0.070
C -0.9351 -1.4051 -4.7075 0.0 0.0 0.1 -0.059
C -0.7481 -1.5693 -3.3410 0.2 -0.2 0.1 -0.101
C -0.2787 -0.5487 -2.5042 -0.2 0.3 -0.7 -0.170
H 4.1818 4.2660 3.8475 0.1 0.1 0.2 0.092
H 4.5938 4.6272 2.1705 0.1 0.0 0.0 0.088
H 3.9488 3.0410 2.5984 0.0 0.0 0.0 0.062
H 1.6635 4.3053 4.5529 0.1 0.0 0.1 0.091
H 1.5959 2.8708 3.5426 0.0 0.0 0.0 0.048
H 0.4550 4.2017 3.2768 -0.1 0.0 0.0 0.096
H 2.4992 6.3347 3.8829 0.1 0.0 0.1 0.087
H 1.4418 6.5288 2.4894 -0.1 0.1 0.0 0.095
H 3.1914 6.6706 2.3037 0.1 0.1 0.0 0.075
H 3.3391 5.9130 0.3591 0.1 0.1 0.1 0.113
H 2.9762 5.3797 -2.0082 0.1 0.2 0.0 0.115
H 0.9044 2.5865 1.5338 0.0 0.0 0.1 0.088
H 0.0002 1.8169 -5.0007 0.0 0.0 0.0 0.092
H -0.8387 -0.0484 -6.3699 0.0 0.0 -0.1 0.114
H -1.2820 -2.2376 -5.2999 -0.1 -0.1 -0.1 0.113
H -0.9514 -2.5578 -2.9436 0.0 0.1 0.0 0.061
N -4.9921 -0.8374 -6.1972 -0.1 0.0 -0.4 0.132
C -4.5863 -0.6339 -4.9185 0.2 0.1 0.5 -0.310
C -4.8766 -1.5819 -3.9243 0.0 0.2 0.0 -0.006
C -4.4452 -1.3904 -2.6333 0.0 0.0 0.0 -0.075
C -3.7099 -0.2602 -2.3023 0.3 0.3 0.5 -0.290
C -3.4143 0.6919 -3.2651 0.0 0.2 0.0 -0.053
C -3.8430 0.5050 -4.5638 -0.2 0.0 0.1 -0.018
S -3.2667 -0.0979 -0.5983 -2.1 -1.7 -0.5 0.645
O -2.0775 0.8122 -0.4821 -1.0 1.6 -0.2 -0.454
O -4.3490 0.3571 0.2070 0.1 0.2 -0.1 -0.236
N -2.8711 -1.5553 -0.1377 -0.5 1.9 0.1 -0.155
C -2.0330 -2.4842 -0.5389 0.3 -1.7 -0.6 -0.750
S -2.5767 -4.0093 -1.2229 0.6 0.5 0.3 1.101
C -0.9279 -4.5398 -1.2969 -0.2 0.4 0.2 -0.363
C -0.1000 -3.5884 -0.8136 0.2 -0.5 -0.1 -0.215
N -0.7136 -2.4450 -0.3697 -0.4 -0.6 -0.4 -0.145
H -5.6812 -1.5465 -6.3859 0.1 0.1 0.0 0.107
H -4.9212 -0.0849 -6.8612 -0.1 -0.1 0.0 0.106
H -5.4702 -2.4468 -4.1748 0.0 -0.2 0.0 0.118
H -4.6815 -2.1021 -1.8603 -0.2 -0.2 0.0 0.099
H -2.8621 1.5785 -2.9884 0.1 0.1 -0.1 0.124
H -3.6368 1.2541 -5.3161 0.1 0.0 0.0 0.121
H -0.6806 -5.4931 -1.7180 0.1 -0.2 0.0 0.075
H 0.9752 -3.6541 -0.7448 0.0 -0.1 -0.1 0.129
```
Positions in Å, forces in eV/Å.



The molecule C21H26N6O3S, computed with ωB97M-V with the def2-TZVPD basis set.

## Properties
LUMO level: 0.507 eV
net charge: 0
orbital gap: 8.521 eV
SMILES: Cn1c(=O)c2c(nc(SCC(=O)Nc3ccccc3N3CCCCC3)n2C)n(C)c1=O
energy: -48120.13443 eV
HOMO: -8.0 eV
energy above the lowest of the compared OMol25 structures with the same formula, charge and spin: 0.0 kcal per mole

The geometry in XYZ format:
```
57
Properties=species:S:1:pos:R:3:forces:R:3:lowdin_charge:R:1
C 1.7807 -4.2385 2.3308 0.2 -0.2 0.2 -0.002
N 0.7995 -3.4023 1.6586 0.1 -0.1 0.2 0.034
C 0.1415 -2.4344 2.4254 -0.3 0.2 -0.1 -0.377
O 0.3702 -2.2841 3.6112 0.0 0.1 0.2 0.067
C -0.7710 -1.6802 1.6240 0.0 -0.4 -0.8 -0.078
C -0.9467 -1.9085 0.2677 -0.1 0.5 1.3 -0.242
N -1.8029 -1.0095 -0.2648 0.0 -0.1 -0.2 0.141
C -2.1624 -0.2447 0.7609 0.2 -0.2 0.0 -0.615
S -3.2804 1.0801 0.6732 -0.4 0.2 0.0 1.024
C -3.2823 1.3655 -1.1291 0.0 0.1 0.3 -0.332
C -2.2838 2.4640 -1.4951 -0.2 -0.4 0.0 -0.532
O -2.6409 3.4947 -2.0184 -0.1 0.3 -0.1 0.075
N -1.0147 2.1343 -1.1645 0.4 -0.2 0.0 0.128
C 0.1288 2.9437 -1.1186 0.1 0.2 0.0 -0.148
C 0.0894 4.3121 -1.3351 -0.1 0.1 -0.1 -0.006
C 1.2292 5.0749 -1.1468 0.1 -0.1 0.0 -0.085
C 2.4009 4.4761 -0.7228 0.0 0.2 0.0 -0.092
C 2.4542 3.1055 -0.5323 -0.1 -0.1 0.0 -0.019
C 1.3362 2.3123 -0.7552 -0.1 0.2 -0.1 -0.177
N 1.3034 0.9141 -0.5908 -0.2 0.0 0.1 -0.109
C 2.1687 0.2899 0.3906 0.2 -0.1 0.2 -0.158
C 3.5276 -0.1820 -0.1397 -0.2 -0.1 0.0 -0.172
C 3.3330 -1.0456 -1.3818 0.2 0.3 -0.1 -0.193
C 2.5258 -0.2586 -2.4094 -0.2 -0.2 0.2 -0.163
C 1.1719 0.1300 -1.8108 0.2 0.0 -0.4 -0.162
N -1.5739 -0.5980 1.9213 0.0 0.0 -0.6 -0.051
C -1.7492 0.0139 3.2075 -0.1 0.3 0.6 -0.013
N -0.2926 -2.9080 -0.3787 0.1 -0.1 -0.1 0.008
C -0.5523 -3.2200 -1.7690 0.1 -0.2 -0.2 -0.007
C 0.6197 -3.6815 0.3125 -0.2 0.2 -0.2 -0.459
O 1.2425 -4.5585 -0.2426 0.2 -0.3 -0.1 0.089
H 2.7572 -4.1090 1.8648 0.0 0.0 0.0 0.099
H 1.8130 -3.9324 3.3737 0.0 0.0 -0.1 0.087
H 1.4920 -5.2858 2.2490 0.1 0.0 0.0 0.100
H -3.0392 0.4113 -1.5943 -0.1 0.0 -0.1 0.074
H -4.2863 1.6872 -1.4000 0.1 0.0 0.0 0.086
H -0.8472 1.2096 -0.7827 -0.1 0.0 0.0 0.098
H -0.8386 4.7726 -1.6306 0.0 0.0 0.0 0.102
H 1.1922 6.1399 -1.3158 0.0 0.1 0.0 0.102
H 3.2855 5.0713 -0.5519 0.1 0.0 0.0 0.100
H 3.3798 2.6535 -0.2126 0.1 -0.1 0.0 0.099
H 2.3001 0.9850 1.2226 -0.1 -0.1 0.0 0.129
H 1.6296 -0.5891 0.7705 0.1 0.0 0.1 0.108
H 4.0354 -0.7450 0.6454 0.0 0.0 0.0 0.112
H 4.1531 0.6741 -0.3979 0.1 0.0 0.0 0.099
H 4.3009 -1.3332 -1.7961 0.0 -0.1 0.0 0.111
H 2.7973 -1.9611 -1.1161 0.0 -0.1 0.0 0.104
H 2.3642 -0.8529 -3.3101 0.0 0.0 -0.1 0.111
H 3.0697 0.6465 -2.6902 0.0 0.0 -0.1 0.118
H 0.5978 0.7031 -2.5412 -0.1 -0.1 0.1 0.128
H 0.6179 -0.7809 -1.5677 0.0 0.0 -0.1 0.093
H -1.5923 1.0908 3.1287 0.0 0.0 0.0 0.093
H -2.7596 -0.1659 3.5793 0.0 0.0 0.0 0.101
H -1.0250 -0.4241 3.8922 -0.1 0.1 0.0 0.090
H -1.0051 -4.2093 -1.8472 0.0 0.1 -0.1 0.102
H -1.2292 -2.4662 -2.1611 0.0 0.0 0.0 0.086
H 0.3843 -3.2272 -2.3270 -0.1 0.0 0.0 0.093
```
Positions in Å, forces in eV/Å.